DFT (ωB97M-V/def2-TZVPD) results for one molecule with the formula C4H7NO.

CARTESIAN COORDINATES (ANGSTROEM)
C (1.42, 0.34, 0.43)
O (0.91, -0.86, -0.02)
C (-0.34, -0.55, -0.67)
C (-1.49, -0.74, 0.31)
C (-0.27, 0.89, -1.12)
N (0.77, 1.32, -0.45)
H (1.14, 0.57, 1.48)
H (1.10, 2.28, -0.47)
H (2.52, 0.36, 0.35)
H (-0.42, -1.24, -1.52)
H (-1.45, -1.75, 0.74)
H (-1.42, -0.02, 1.13)
H (-2.46, -0.61, -0.18)

The energy comes out at -286.532198 hartree. The HOMO-LUMO gap comes out at 0.354 Ha. As for the energy above the lowest of the compared OMol25 structures with the same formula, charge and spin: 261.10 kJ/mol. For the HOMO energy, the calculation gives -0.32197 Ha.

***

DFT (ωB97M-V/def2-TZVPD) results for C4H7NO as an isolated structure in a non-equilibrium geometry.

CARTESIAN COORDINATES (ANGSTROEM)
C (0.52, -0.61, -0.06)
C (-0.70, 0.99, -0.22)
C (1.12, -2.43, 0.17)
C (-1.32, 2.32, -0.17)
N (-0.20, 0.18, -1.12)
O (-0.33, 0.20, 0.87)
H (1.61, -0.38, 0.19)
H (1.27, -2.51, 1.20)
H (1.98, -2.50, -0.31)
H (0.43, -3.11, -0.27)
H (-2.25, 2.27, -0.58)
H (-0.74, 3.09, -0.60)
H (-1.39, 2.49, 0.88)

The energy comes out at -286.455019 hartree. The HOMO-LUMO gap comes out at 0.375 Ha. As for the energy above the lowest of the compared OMol25 structures with the same formula, charge and spin: 463.74 kJ/mol. For the HOMO energy, the calculation gives -0.33790 Ha.

***

DFT (ωB97M-V/def2-TZVPD) results for a 2-piece molecular cluster, C4H7NO overall in a non-equilibrium geometry.

CARTESIAN COORDINATES (ANGSTROEM)
C (1.94, -0.66, -0.04)
C (-0.64, 0.36, 0.28)
C (-1.38, 0.42, -1.02)
O (-0.72, 1.54, 0.96)
C (-0.38, -0.82, 0.94)
N (0.24, -1.76, 1.32)
H (2.97, -0.67, -0.40)
H (1.75, -0.09, 0.84)
H (1.20, -1.14, -0.65)
H (-2.45, 0.58, -0.85)
H (-1.25, -0.50, -1.59)
H (-1.01, 1.27, -1.61)
H (-0.35, 1.43, 1.85)

The energy comes out at -286.444133 hartree. The HOMO-LUMO gap (alpha / beta) comes out at 0.299 / 0.314 Ha. As for the energy above the lowest of the compared OMol25 structures with the same formula, charge and spin: 492.32 kJ/mol. For the HOMO energy (alpha / beta), the calculation gives -0.31107 / -0.30048 Ha.

***

DFT (ωB97M-V/def2-TZVPD) results for one molecule with the formula C4H7NO.

CARTESIAN COORDINATES (ANGSTROEM)
C (0.87, 1.30, -0.98)
N (0.18, 0.25, -0.27)
C (-0.81, 0.23, 0.80)
C (-0.69, -1.31, 0.80)
C (0.36, -1.10, -0.31)
O (1.09, -1.80, -0.97)
H (1.86, 1.49, -0.55)
H (0.99, 1.00, -2.02)
H (0.28, 2.22, -0.94)
H (-1.79, 0.64, 0.50)
H (-0.49, 0.72, 1.73)
H (-0.28, -1.75, 1.71)
H (-1.57, -1.87, 0.49)

The energy comes out at -286.595918 hartree. As for the SMILES: CN1CCC1=O. The HOMO-LUMO gap comes out at 0.376 Ha. As for the energy above the lowest of the compared OMol25 structures with the same formula, charge and spin: 93.81 kJ/mol. For the HOMO energy, the calculation gives -0.34396 Ha.

***

DFT (ωB97M-V/def2-TZVPD) results for a 2-piece molecular cluster, C4H7NO overall in a non-equilibrium geometry.

CARTESIAN COORDINATES (ANGSTROEM)
C (2.03, 0.63, 0.52)
N (1.35, -1.10, -0.50)
C (0.17, -0.72, -0.40)
C (-1.34, -0.94, -0.63)
C (-1.50, 0.40, 0.09)
O (-0.08, 0.49, 0.22)
H (1.59, 1.55, 0.97)
H (2.59, 0.84, -0.36)
H (2.39, -0.05, 1.27)
H (-1.76, -1.80, -0.10)
H (-1.65, -0.93, -1.67)
H (-1.85, 1.25, -0.49)
H (-1.94, 0.38, 1.09)

The energy comes out at -286.433385 hartree. The HOMO-LUMO gap comes out at 0.346 Ha. As for the energy above the lowest of the compared OMol25 structures with the same formula, charge and spin: 520.54 kJ/mol. For the HOMO energy, the calculation gives -0.33001 Ha.

***

DFT (ωB97M-V/def2-TZVPD) results for one molecule with the formula C4H7NO in a non-equilibrium geometry.

CARTESIAN COORDINATES (ANGSTROEM)
O (0.52, -2.66, 1.53)
C (0.70, -1.62, 0.94)
C (-0.03, -1.14, -0.28)
N (0.13, 0.29, -0.65)
C (0.23, 1.41, 0.22)
C (-0.93, 1.23, -0.71)
H (1.52, -0.93, 1.24)
H (-1.04, -1.57, -0.40)
H (0.64, -1.01, -1.19)
H (1.04, 2.08, -0.05)
H (0.08, 1.22, 1.27)
H (-1.88, 0.93, -0.28)
H (-0.98, 1.79, -1.64)

The energy comes out at -286.474480 hartree. As for the SMILES: O=CCN1CC1. The HOMO-LUMO gap comes out at 0.359 Ha. As for the energy above the lowest of the compared OMol25 structures with the same formula, charge and spin: 412.64 kJ/mol. For the HOMO energy, the calculation gives -0.32286 Ha.

***

Which of these has the highest energy? number 5

***

What is the formula in the fifth record? C4H7NO

***

What is the energy in the sixth record? -286.474480 hartree